The following is a quantum chemistry calculation of 13 unconnected molecules or ions with the total composition C42H108N12O40P4S9, from OMol25.

Results
- LUMO level (eV) = -0.022
- relative energy (zero: lowest compared OMol25 entry of this formula, charge and spin) (kcal/mol) = 166.8
- frontier orbital gap (eV) = 8.10
- F_max (Eh/bohr) = 0.1052
- E (Ha) = -10280.55154

```
215
Properties=species:S:1:pos:R:3:forces:R:3
C 2.611550 6.230003 2.815945 -1.6 -0.9 -0.5
C 2.183526 4.767646 3.017374 0.7 -0.5 0.1
O 1.626716 4.717409 4.372818 0.2 1.0 0.2
S 2.565559 5.649911 5.373386 -1.3 -1.0 -1.3
O 3.611121 4.711266 5.698602 0.0 1.8 0.0
O 1.816611 6.278364 6.484710 1.6 -1.1 -3.3
O 2.927043 6.726700 4.099338 0.4 -0.4 3.2
H 1.724615 6.745324 2.447321 0.2 0.5 -0.1
H 3.450344 6.349160 2.130136 0.0 -0.1 0.2
H 3.038622 4.110068 2.860849 0.3 -0.2 1.0
H 1.485269 4.310765 2.316096 -0.6 0.9 0.2
C 0.589391 -7.051706 0.799780 1.3 -0.6 1.7
C 0.364359 -5.620772 1.286833 0.4 -2.1 0.5
O -0.789090 -5.243682 0.592239 -1.5 0.1 -2.0
S -0.975961 -6.074166 -0.844508 1.0 1.2 -0.4
O -0.760420 -5.154256 -1.962038 0.1 -1.8 2.1
O -2.145760 -6.890691 -0.875696 0.4 0.6 0.5
O 0.311228 -7.035660 -0.588990 -0.5 0.9 -0.8
H 0.072121 -7.873099 1.295590 -0.8 0.4 0.0
H 1.630843 -7.277697 1.028708 0.2 -0.1 -0.8
H 1.291632 -5.095898 1.057105 -0.4 0.7 -0.2
H 0.168069 -5.593487 2.358670 -0.1 0.1 -0.1
C -3.989289 5.832119 3.882560 -1.0 -0.2 -0.8
C -2.715997 5.261159 4.497812 -0.4 0.0 1.6
O -1.847331 4.859470 3.442808 -0.3 0.0 -1.1
S -2.586745 4.959638 1.979936 -0.4 1.3 -2.0
O -3.180734 3.708065 1.560394 0.9 1.0 1.2
O -1.824685 5.702840 0.980423 -1.0 -1.6 2.5
O -3.758688 5.942428 2.497432 1.6 0.0 -1.7
H -4.267101 6.850469 4.154350 0.1 -0.3 0.6
H -4.843432 5.156006 3.844852 -0.1 -0.1 1.4
H -2.930316 4.459256 5.204292 -0.2 -0.8 -0.7
H -2.250814 5.936858 5.215549 0.6 0.7 -0.9
C 2.885933 -5.992323 -3.027480 -2.6 0.9 0.5
C 2.693977 -4.706009 -2.171999 0.1 -0.9 0.9
O 3.987341 -4.433200 -1.630775 2.3 1.0 -1.1
S 5.191185 -5.077484 -2.543397 1.8 -1.6 -0.2
O 6.255910 -5.715050 -1.680025 -3.6 2.8 -2.9
O 5.516519 -4.302428 -3.780292 -1.0 -1.8 3.7
O 4.190163 -6.314594 -2.959056 3.7 -0.5 -0.2
H 2.548835 -5.885546 -4.058533 -0.1 0.1 0.0
H 2.325154 -6.759938 -2.494191 -0.1 -0.3 -0.5
H 2.244299 -4.957322 -1.211402 -1.0 0.1 -0.5
H 2.185390 -3.881999 -2.672437 0.4 0.1 0.1
C 0.652604 -3.557712 7.087508 -0.6 0.3 1.5
C -0.363891 -2.993542 6.141737 0.4 -0.8 0.4
O -0.176155 -3.991754 5.127211 0.9 -1.0 -2.4
S 1.432102 -4.280642 4.830467 0.7 -0.5 1.2
O 1.989620 -3.392795 3.801627 -1.4 -2.0 2.0
O 1.761676 -5.741342 4.802275 -1.5 4.2 -0.2
O 1.793218 -3.670282 6.333294 2.7 -0.4 -2.9
H 0.414397 -4.591184 7.339052 -0.8 0.2 0.7
H 0.888690 -2.926341 7.944090 0.0 -0.2 0.0
H -0.110541 -2.001964 5.766679 -0.1 0.0 0.1
H -1.373466 -3.080428 6.543386 0.0 0.1 -0.4
C -5.442927 -4.196005 3.448932 -1.5 1.3 -0.2
C -5.342296 -4.060313 4.957124 -0.5 2.1 0.4
O -4.077027 -4.525799 5.353091 1.6 -0.9 -0.9
S -3.142990 -4.822247 4.032166 2.3 -1.5 0.1
O -2.414846 -6.099756 4.262540 -2.3 3.4 -0.8
O -2.346066 -3.649982 3.622785 -2.6 -2.4 0.7
O -4.461512 -5.065243 3.035584 2.8 -1.4 0.7
H -5.261007 -3.260646 2.919688 -0.3 0.3 0.3
H -6.442176 -4.565048 3.217850 0.2 -0.2 -0.4
H -6.178534 -4.487381 5.510678 0.5 -0.7 0.0
H -5.347131 -3.001720 5.216848 -0.2 0.2 -0.1
C -6.325613 -0.099198 1.981725 -1.0 1.9 -2.9
C -5.005992 0.057736 1.210091 -2.4 -1.1 -2.0
O -4.154779 0.716451 2.064948 1.0 0.3 2.8
S -4.491071 0.277990 3.606433 0.9 -0.7 0.8
O -4.715090 1.449034 4.431766 0.4 -1.5 -1.3
O -3.567992 -0.772763 4.075490 -2.2 2.2 -1.1
O -5.946001 -0.395648 3.224667 2.4 -1.2 4.5
H -7.033257 -0.839636 1.608790 0.4 -0.2 -0.2
H -6.843026 0.857472 2.053603 -0.3 0.3 -0.5
H -5.151820 0.669709 0.319957 0.2 -0.1 0.0
H -4.716267 -0.950334 0.913515 0.7 0.1 0.0
C 1.893588 2.783838 7.615164 -0.6 -0.7 0.5
C 0.585195 2.257488 7.032938 -0.7 1.4 0.6
O 0.827564 1.707291 5.788831 1.8 -0.7 -2.2
S 2.357552 1.121592 5.717265 0.8 -0.4 0.1
O 3.032819 1.297953 4.406082 -2.2 0.2 3.8
O 2.288256 -0.189458 6.316014 0.3 0.7 -1.0
O 2.897066 2.077455 6.964208 1.3 -1.1 -2.6
H 1.848876 2.355023 8.616268 0.5 1.0 0.4
H 2.077881 3.853876 7.519513 -0.2 -0.2 0.3
H -0.062413 3.105250 6.809312 -0.5 -0.3 0.6
H 0.202041 1.509949 7.727544 -0.5 0.1 -0.3
C 4.222014 -1.819538 0.729272 0.4 1.7 -0.7
C 5.081252 -0.936821 1.626275 -2.3 0.2 -0.1
O 6.394403 -1.185591 1.252088 2.6 -0.5 -0.8
S 6.636112 -2.632530 0.526374 -1.7 -2.0 1.6
O 7.278860 -3.606864 1.415537 -0.9 2.5 -1.8
O 7.051131 -2.544785 -0.855405 -0.4 0.6 1.8
O 5.026450 -2.969909 0.627394 0.8 -1.6 -0.1
H 4.062105 -1.447133 -0.282589 0.1 0.4 0.0
H 3.226973 -1.833723 1.174010 0.1 -1.3 0.1
H 4.808530 -1.227408 2.640820 0.8 -0.2 0.3
H 4.816920 0.117464 1.544300 0.4 0.0 -0.3
O 0.520435 6.471036 -0.323802 0.4 -0.9 -1.1
P 0.962468 6.492875 -1.749941 0.3 -0.2 0.1
N 2.421255 5.737828 -2.113845 0.8 2.0 -0.4
C 2.895953 4.628394 -1.281664 -0.2 -0.4 -1.5
C 3.276283 6.123469 -3.350169 -1.1 -0.6 2.0
N 1.228634 8.111897 -2.218556 -1.0 0.7 -1.4
C 2.191417 8.950242 -1.463345 -0.1 -1.0 -1.1
C -0.005836 8.887485 -2.556941 -0.1 -1.0 1.0
N -0.077087 5.660757 -2.820996 0.4 0.0 -1.6
C -1.314462 5.003716 -2.494237 -0.5 0.9 1.6
C 0.134168 5.570862 -4.295900 1.1 0.6 1.2
H 2.352175 4.513411 -0.344018 -0.3 0.1 -0.3
H 3.960365 4.598234 -1.048849 0.2 0.7 -0.1
H 2.745323 3.800129 -1.974048 0.0 -0.9 0.9
H 3.442548 5.287323 -4.029373 0.2 -0.3 0.5
H 4.189852 6.499537 -2.889644 0.3 0.1 -0.7
H 2.779876 6.856552 -3.985993 0.0 0.3 0.6
H 3.108457 8.361066 -1.465298 0.1 0.2 0.7
H 2.404896 9.848841 -2.042183 -0.1 0.0 -0.2
H 1.842005 9.292510 -0.489252 0.0 -0.5 0.2
H 0.094137 9.829084 -3.096840 0.8 -0.2 -0.1
H -0.707551 8.264093 -3.111081 0.1 -0.1 0.0
H -0.468715 9.123749 -1.598807 -0.4 0.2 0.0
H -1.651014 4.160074 -3.096819 0.9 -0.1 -0.5
H -1.210843 4.641731 -1.471337 -0.7 0.2 0.2
H -2.086602 5.762167 -2.623326 -0.7 -0.2 0.5
H 0.579693 4.624168 -4.601476 0.2 -0.2 0.2
H 0.843233 6.362917 -4.536667 -0.3 0.0 -0.6
H -0.797908 5.639952 -4.856766 -0.1 0.5 0.2
O -5.251399 -1.713463 -1.303960 0.2 0.8 0.9
P -4.844503 -2.787690 -2.203337 0.7 -4.2 -1.3
N -3.342593 -2.560591 -2.984362 -2.0 -2.3 0.3
C -2.779549 -3.536223 -3.893630 0.2 -2.1 0.4
C -2.892795 -1.297385 -3.297636 0.8 2.5 -0.6
N -6.049090 -3.178971 -3.357303 0.4 0.5 -0.9
C -7.476994 -3.342960 -2.965885 0.6 0.3 -0.9
C -5.894793 -2.873002 -4.845535 0.3 0.0 1.9
N -4.491651 -4.330906 -1.417117 -2.0 0.4 0.1
C -4.106618 -4.302606 -0.001722 0.7 0.6 -0.5
C -4.796126 -5.689578 -1.942449 1.2 1.0 -1.1
H -3.346564 -4.463523 -3.975486 -0.5 0.1 0.2
H -1.841676 -3.925349 -3.497302 0.3 0.4 -0.1
H -2.622094 -3.242540 -4.931445 -0.2 0.7 0.1
H -3.557304 -0.832319 -4.025809 -0.2 0.9 0.2
H -1.955143 -1.357997 -3.850107 0.3 -0.1 0.3
H -2.704803 -0.740155 -2.379888 -0.3 0.6 -0.3
H -8.127024 -2.799974 -3.651969 0.2 0.6 -0.1
H -7.796475 -4.360637 -3.190294 0.1 -0.4 0.8
H -7.706695 -2.942973 -1.978292 0.2 -0.5 0.1
H -6.121053 -1.825504 -5.044640 -0.1 0.1 0.0
H -4.858781 -3.059368 -5.128462 -0.3 -0.1 -0.2
H -6.594354 -3.486391 -5.413391 0.2 -0.2 0.1
H -4.528902 -3.406801 0.453587 0.5 0.3 0.1
H -4.377545 -5.105395 0.684004 -0.7 -0.5 -0.8
H -3.017455 -4.345199 0.002515 0.2 0.6 0.6
H -3.974366 -6.006117 -2.584812 0.2 0.0 -0.3
H -5.649422 -5.665014 -2.620226 -0.4 -0.3 0.6
H -4.720772 -6.465385 -1.180514 -0.9 0.4 0.3
O 4.268839 0.646895 -6.993274 0.1 -0.1 0.2
P 3.698395 0.309002 -5.679133 0.0 -2.0 1.5
N 2.638194 -1.085047 -5.706473 1.0 2.2 -0.1
C 1.767175 -1.282546 -4.560855 0.8 -1.0 0.1
C 3.063898 -2.308515 -6.415751 -0.3 0.7 -0.7
N 2.780883 1.520346 -4.924569 -1.4 -4.0 -1.3
C 3.417706 2.688832 -4.544667 0.4 0.9 1.0
C 1.434387 1.767255 -5.392972 -0.9 0.4 0.5
N 4.888680 -0.071941 -4.491324 0.5 1.7 -2.6
C 4.572811 -0.563397 -3.200437 -1.0 -1.1 0.8
C 6.273044 0.403489 -4.686995 -0.5 0.2 -0.2
H 1.643643 -0.395205 -3.939992 0.0 -0.1 -0.3
H 2.298769 -2.027017 -3.968162 -0.4 -0.2 0.7
H 0.808396 -1.720322 -4.838679 -0.2 0.2 -0.2
H 4.025612 -2.211785 -6.919580 0.2 0.4 0.4
H 2.375871 -2.478203 -7.243964 -0.3 -0.2 0.0
H 3.102331 -3.212574 -5.808043 0.0 0.2 0.4
H 4.339394 2.461753 -4.008914 0.3 0.2 -0.3
H 3.533162 3.301681 -5.438631 0.4 0.8 0.3
H 2.734538 3.095261 -3.798889 0.2 0.9 -0.1
H 0.784128 0.905685 -5.544489 0.7 -0.3 -0.5
H 0.889345 2.268095 -4.592865 0.1 0.4 0.3
H 1.378640 2.445186 -6.244684 0.1 -0.1 -0.4
H 5.300415 -0.399893 -2.405480 0.3 0.5 -0.4
H 3.617033 -0.188739 -2.834099 -0.1 0.2 0.1
H 4.479695 -1.647583 -3.263522 -0.1 -0.3 0.3
H 6.400937 1.429057 -4.340649 0.1 0.1 0.7
H 6.548739 0.520468 -5.735049 -0.2 -0.7 -0.1
H 6.937709 -0.287477 -4.168472 0.2 0.2 -0.1
O 1.950505 -0.012144 0.323382 1.3 0.2 -0.5
P 0.504571 0.019883 0.533035 -1.0 1.7 0.1
N -0.165379 -1.385994 0.085287 -1.5 -1.9 -0.4
C -1.538790 -1.704360 0.534468 0.5 -0.5 0.6
C 0.521212 -2.536827 -0.527023 0.5 0.4 1.3
N -0.258670 1.153678 -0.512971 1.0 0.6 0.4
C -1.666695 1.490053 -0.538375 0.5 0.2 0.3
C 0.496941 1.663270 -1.684067 0.8 -1.1 1.0
N 0.070568 0.352549 2.163464 -0.2 -0.9 -0.3
C 0.405442 -0.653675 3.226417 0.6 -0.1 -1.6
C -0.072640 1.718288 2.629038 -0.4 0.1 0.3
H -1.973901 -0.863591 1.074739 0.2 -0.2 0.3
H -1.411954 -2.596746 1.147375 -0.4 0.1 0.7
H -2.321033 -2.035498 -0.148559 0.5 0.3 -1.2
H 1.598120 -2.378875 -0.585358 -0.1 0.7 -0.7
H 0.055020 -2.873315 -1.453066 0.1 0.2 0.0
H 0.529819 -3.363572 0.183277 -0.6 -0.1 0.0
H -2.286433 0.655692 -0.866808 -0.3 -0.1 0.3
H -1.906106 1.912738 0.437383 -0.8 -0.3 -0.1
H -1.777579 2.286210 -1.274547 -0.3 0.0 0.2
H -0.065543 2.372363 -2.291431 0.0 0.2 0.5
H 1.436569 2.058681 -1.298263 0.0 0.4 -0.4
H 0.785135 0.852531 -2.353199 0.0 -0.2 -0.2
H 0.034767 -1.628576 2.909739 -0.3 0.0 0.2
H 1.483150 -0.796652 3.305058 0.2 0.2 0.1
H 0.048264 -0.400859 4.224722 -0.4 0.3 -0.4
H 0.772112 2.367714 2.399373 -0.1 0.1 -0.5
H -0.112026 1.774635 3.716867 -0.1 -0.5 -0.1
H -1.045409 2.079529 2.295397 0.2 0.6 -0.2
```
Positions in Å, forces in eV/Å.